1.
{"formula": "C3H5NO3", "method": "the ωB97M-V functional and the def2-TZVPD basis", "total_energy_ha": -397.7462, "molar_mass_g_mol": 103.1, "orbital_gap_ev": 8.41, "de_lowest_ev": 2.4610, "e_lumo_ha": 0.0248, "elements": ["N", "C", "C", "O", "O", "C", "O", "H", "H", "H", "H", "H"], "coordinates": [[1.07866, 1.48606, 0.97515], [0.12706, 0.51550, 0.66308], [0.44094, -0.60103, -0.04484], [1.68533, -0.80918, -0.54176], [-0.50088, -1.42966, -0.55372], [-1.78662, -0.76297, -0.60667], [-2.79052, -1.35146, -0.39198], [0.67963, 2.41124, 1.02885], [1.88872, 1.46379, 0.37045], [-0.75648, 0.53898, 1.28478], [1.65094, -1.65337, -1.04186], [-1.71677, 0.19209, -1.14147]], "atomic_forces_ev_per_a": [[0.474, 0.303, 0.273], [0.620, -1.420, -0.081], [-0.297, 1.927, 0.193], [-0.132, -0.811, -0.456], [-1.835, 0.345, 0.791], [0.617, -1.578, -1.714], [0.367, 0.213, 0.527], [0.128, -0.001, -0.012], [-0.089, 0.095, 0.010], [-0.303, 0.005, -0.388], [0.150, 0.748, 0.308], [0.300, 0.174, 0.548]]}

***

2.
{"formula": "C19H18Cl2FeO2Zn", "method": "the ωB97M-V functional and the def2-TZVPD basis", "total_energy_ha": -4848.5987, "molar_mass_g_mol": 470.5, "orbital_gap_ev": 3.51, "e_lumo_ha": -0.0632, "elements": ["C", "C", "C", "Fe", "C", "O", "C", "O", "C", "C", "C", "C", "C", "H", "H", "H", "H", "H", "H", "H", "H", "H", "H", "H", "Cl", "Zn", "Cl", "C", "C", "C", "C", "C", "C", "C", "C", "C", "H", "H", "H", "H", "H", "H", "H"], "coordinates": [[-2.42924, -0.90213, 1.62980], [-1.26010, -0.89081, 2.50737], [-0.24834, 0.12491, 2.47415], [0.90192, 0.03756, 0.79416], [0.91524, 1.89274, 0.75275], [0.64882, 3.03241, 0.75721], [-0.48722, 0.29214, -0.41691], [-1.22371, 0.67596, -1.24006], [2.76206, -0.41441, 1.49062], [2.78166, 0.09849, 0.14183], [1.95211, -0.75572, -0.67123], [1.43580, -1.80706, 0.18388], [1.92704, -1.58845, 1.50965], [-3.26726, -1.37004, 2.15342], [-2.70138, 0.09007, 1.27423], [-2.27124, -1.49849, 0.71880], [-1.08235, -1.79393, 3.11141], [-0.61361, 1.17198, 2.43111], [0.52744, 0.02746, 3.25798], [3.32370, -0.03250, 2.34622], [3.35244, 0.95497, -0.20205], [1.78822, -0.68381, -1.74678], [0.83297, -2.65930, -0.12829], [1.76153, -2.25263, 2.36231], [-7.74408, -2.10179, 0.32815], [-6.14519, -2.90802, 1.45382], [-4.59152, -3.84189, 2.52354], [-5.62296, 1.58073, 3.62657], [-4.53316, 1.73527, 2.74218], [-3.36130, 1.23174, 3.38817], [-3.71174, 0.78838, 4.70582], [-5.14704, 1.00449, 4.85053], [-5.75357, 0.67745, 6.06791], [-4.96276, 0.19286, 7.11975], [-3.56640, 0.05612, 6.98152], [-2.93057, 0.32115, 5.76568], [-6.65316, 1.85525, 3.46370], [-4.54846, 2.16700, 1.74539], [-2.33439, 1.27224, 3.04011], [-6.82743, 0.81068, 6.17278], [-5.43167, -0.07637, 8.05735], [-2.97409, -0.28301, 7.83570], [-1.86090, 0.18189, 5.61282]], "atomic_forces_ev_per_a": [[-0.808, -0.169, -0.607], [1.321, 1.076, -0.168], [-0.786, -0.211, 1.782], [-1.991, 2.692, -1.426], [-1.610, 3.637, 0.984], [1.464, -4.114, -0.266], [-2.257, 1.222, -2.225], [2.511, -1.609, 2.797], [0.125, -0.564, -0.014], [0.326, -1.293, -0.203], [1.129, -0.703, 0.124], [0.664, -0.392, 0.052], [0.798, -0.088, -0.756], [0.030, 0.220, -0.183], [-0.027, -0.120, 0.165], [0.331, -0.389, 0.102], [-0.002, 0.370, -0.287], [-0.049, -0.774, -0.050], [-0.636, 0.045, -0.246], [-0.373, -0.019, -0.422], [-0.272, -0.123, 0.085], [0.030, 0.120, 0.459], [0.094, 0.436, 0.105], [-0.139, 0.528, -0.326], [0.360, -0.177, 0.206], [-0.262, 0.176, -0.030], [-0.104, 0.055, -0.125], [0.560, -0.164, -0.186], [0.254, -0.738, 1.012], [0.104, 0.368, 0.102], [-0.680, 0.556, -0.496], [1.025, -0.154, -0.122], [0.407, -0.255, 0.252], [-0.253, 0.333, -0.586], [0.348, -0.188, -0.264], [-0.667, -0.021, 0.427], [-0.037, 0.108, -0.178], [-0.146, -0.047, 0.171], [-0.575, 0.314, 0.117], [0.090, -0.073, 0.184], [0.013, 0.059, 0.043], [-0.213, 0.053, -0.246], [-0.097, 0.016, 0.243]]}

***

3.
{"formula": "C6H12O", "method": "the ωB97M-V functional and the def2-TZVPD basis", "total_energy_ha": -310.9966, "molar_mass_g_mol": 100.2, "orbital_gap_ev": 10.77, "de_lowest_ev": 1.7048, "e_lumo_ha": 0.0413, "elements": ["C", "C", "O", "C", "C", "C", "C", "H", "H", "H", "H", "H", "H", "H", "H", "H", "H", "H", "H"], "coordinates": [[0.26897, -0.87156, 2.21054], [-0.47190, -1.39254, 0.98868], [-1.26525, -0.44317, 0.29149], [-0.78222, 0.86975, 0.08475], [0.06376, 1.06917, -1.15996], [-0.24231, 0.27673, -2.39453], [1.06048, 0.06922, -1.67102], [0.76765, -1.70874, 2.71062], [1.04216, -0.14241, 1.95081], [-0.42383, -0.40503, 2.91874], [-1.18815, -2.15957, 1.30398], [0.24136, -1.88999, 0.31542], [-1.68577, 1.48163, -0.03338], [-0.25534, 1.25045, 0.97118], [0.33327, 2.11541, -1.30963], [-0.99842, -0.49594, -2.28374], [-0.22818, 0.77140, -3.36153], [1.20451, -0.86230, -1.13472], [1.96373, 0.45623, -2.13483]], "atomic_forces_ev_per_a": [[-0.001, 0.099, 0.039], [0.131, -0.222, 0.111], [-0.036, 0.018, -0.040], [0.048, 0.205, 0.017], [-0.062, 0.100, 0.031], [-0.161, -0.024, -0.160], [0.198, -0.119, 0.052], [-0.118, 0.097, -0.065], [-0.074, -0.109, 0.018], [0.102, -0.057, -0.069], [0.105, 0.105, -0.060], [-0.116, 0.135, 0.037], [0.130, -0.086, 0.058], [-0.056, -0.106, -0.145], [-0.066, -0.186, 0.033], [0.156, 0.101, -0.028], [0.019, -0.059, 0.177], [-0.050, 0.162, -0.090], [-0.148, -0.054, 0.085]]}

***

4.
{"formula": "C4H6O2S2", "method": "the ωB97M-V functional and the def2-TZVPD basis", "total_energy_ha": -1102.6960, "molar_mass_g_mol": 150.2, "orbital_gap_ev": [6.65, 8.03], "de_lowest_ev": 5.4949, "e_lumo_ha": [-0.0433, -0.0115], "elements": ["C", "C", "C", "C", "O", "O", "S", "S", "H", "H", "H", "H", "H", "H"], "coordinates": [[-0.20199, 0.61479, 1.30052], [-2.30944, -0.58563, -0.80610], [1.48066, 0.17838, -0.40870], [0.85052, -0.31382, 0.93155], [-0.35115, 1.58429, 1.99536], [1.94389, -0.36288, 1.87644], [-2.95091, -2.05926, -0.80381], [-2.55418, 0.78849, -1.76695], [2.54837, -0.17305, -0.50458], [1.02871, -0.23628, -1.38732], [1.43117, 1.15705, -0.66079], [0.44236, -1.33507, 0.58952], [2.06140, 0.44794, 2.31238], [-3.41943, 0.29505, -2.66754]], "atomic_forces_ev_per_a": [[-2.172, 2.196, 0.570], [-0.885, -1.085, -0.346], [0.376, -3.670, -2.272], [2.104, -0.735, -1.445], [0.910, -2.164, -1.089], [-0.962, -2.758, -0.989], [0.806, 1.295, 0.171], [0.480, -0.007, 0.473], [-1.117, 0.384, 0.649], [0.096, -0.021, 1.757], [0.042, 3.493, 0.176], [0.587, 1.306, 1.674], [-0.073, 1.889, 0.786], [-0.193, -0.123, -0.115]]}